Computed, not measured: a molecular structure, C8H18AgN4O8S2 in a non-equilibrium geometry, with ωB97M-V/def2-TZVPD.

Geometry as XYZ:
```
41
Properties=species:S:1:pos:R:3
Ag -0.202 0.467 0.363
N 0.253 3.724 -0.305
O 0.042 2.969 0.682
O 1.181 3.648 -1.020
O -0.529 4.629 -0.457
N -3.457 1.647 -0.340
O -4.454 1.313 -0.975
O -2.674 0.895 0.188
O -3.181 2.857 -0.250
C -1.885 -0.802 5.178
C -1.470 -0.439 3.837
N -1.068 -0.123 2.779
H -1.329 -0.500 6.065
H -1.715 -1.877 5.101
H -2.954 -0.713 5.370
C 0.817 -3.705 1.146
C 0.042 -2.883 0.208
N -0.523 -2.215 -0.497
H 1.777 -3.850 0.651
H 0.299 -4.645 1.337
H 1.020 -3.160 2.068
C 3.519 1.284 -0.247
S 3.372 -0.088 1.041
O 1.866 -0.255 1.217
C 3.866 -1.419 -0.203
H 2.740 1.317 -1.007
H 4.460 1.258 -0.797
H 3.503 2.235 0.286
H 4.060 -1.267 -1.265
H 3.159 -2.192 0.098
H 4.839 -1.645 0.233
C -1.903 -1.020 -2.954
S -0.490 0.133 -3.254
O 0.252 0.408 -1.947
C -1.476 1.745 -3.426
H -1.563 -2.053 -2.882
H -2.621 -1.124 -3.768
H -2.440 -0.858 -2.020
H -2.308 1.675 -4.127
H -0.980 2.681 -3.685
H -1.844 1.950 -2.421
```

Values from the calculation:
- Highest occupied orbital energy (alpha / beta): 0.0801 / -0.0767 hartree
- Spin multiplicity: 2
- Charge: -2
- Maximum force: 6.0 eV Å⁻¹
- Gap between HOMO and LUMO (alpha / beta): 1.381 / 6.290 eV
- Electronic energy: -2079.50307 hartree